Entry from the OMol25 dataset: C47H128MnN11O12 as an isolated structure at a distorted geometry (ωB97M-V/def2-TZVPD).

## Properties
Highest occupied orbital energy (alpha / beta) (eV): -10.0 / -10.0
Charge: +1
2S+1: 6
Electronic energy (eV): -123086.733
Orbital gap (alpha / beta) (eV): 7.7855 / 7.5312
Relative energy (zero: lowest compared OMol25 entry of this formula, charge and spin) (kcal per mole): 9.9
⟨S²⟩: 8.75

Each line ends with the Löwdin spin population.
Atoms and positions in Å:
Mn  -1.072  3.765  2.076  4.683
C  -1.402  -0.251  0.433  0.002
C  -0.312  0.625  1.077  0.011
C  1.060  0.353  0.508  0.002
O  -0.735  1.949  1.052  0.089
H  -1.492  -0.029  -0.634  0.000
H  -2.419  -0.251  0.834  0.000
H  -1.192  -1.316  0.591  0.000
H  -0.272  0.220  2.103  0.001
H  1.833  1.002  0.926  0.000
H  1.116  0.499  -0.577  0.000
H  1.329  -0.693  0.681  0.000
C  -4.879  -4.228  -5.136  0.000
C  -3.360  -3.969  -5.067  0.000
C  -2.958  -3.293  -3.746  0.000
O  -3.896  -2.283  -3.413  0.000
C  -3.622  -1.552  -2.251  0.000
N  -2.706  -5.253  -5.223  0.000
H  -5.234  -4.853  -4.314  0.000
H  -5.145  -4.736  -6.063  0.000
H  -5.431  -3.289  -5.144  0.000
H  -3.182  -3.284  -5.898  0.000
H  -1.932  -2.924  -3.865  0.000
H  -2.962  -4.009  -2.917  0.000
H  -4.228  -0.642  -2.241  0.000
H  -2.580  -1.219  -2.265  0.000
H  -3.930  -2.026  -1.312  0.000
H  -1.703  -5.242  -5.058  0.000
H  -3.085  -5.998  -4.655  0.000
C  -4.017  1.687  4.777  0.001
C  -3.233  2.290  3.612  0.003
C  -4.041  3.462  3.000  0.004
O  -3.273  3.957  1.911  0.046
C  -3.939  4.947  1.133  0.005
N  -1.888  2.755  3.971  0.029
H  -3.499  0.865  5.266  0.000
H  -4.959  1.355  4.339  0.000
H  -4.225  2.458  5.523  0.000
H  -3.109  1.577  2.792  0.000
H  -4.286  4.187  3.785  0.000
H  -5.005  3.083  2.649  0.001
H  -3.214  5.165  0.350  0.001
H  -4.187  5.864  1.669  0.000
H  -4.842  4.580  0.642  0.001
H  -2.050  3.373  4.772  0.003
H  -1.484  1.971  4.485  0.002
C  4.962  -1.449  -3.702  0.000
C  5.221  -1.346  -2.188  0.000
C  5.586  -2.777  -1.718  0.000
O  4.452  -3.601  -1.612  0.000
C  3.822  -3.631  -0.354  0.000
N  6.278  -0.391  -1.860  0.000
H  4.518  -0.541  -4.112  0.000
H  4.402  -2.349  -3.948  0.000
H  5.939  -1.522  -4.192  0.000
H  4.276  -1.073  -1.708  0.000
H  6.195  -2.739  -0.809  0.000
H  6.202  -3.207  -2.512  0.000
H  2.938  -4.263  -0.292  0.000
H  3.503  -2.658  0.037  0.000
H  4.528  -4.017  0.390  0.000
H  6.540  -0.583  -0.888  0.000
H  7.050  -0.550  -2.497  0.000
C  0.087  -4.060  0.403  0.000
C  -1.329  -4.525  0.673  0.000
C  -1.887  -5.402  -0.436  0.000
O  -3.250  -5.755  -0.191  0.000
C  -3.840  -6.308  -1.357  0.000
N  -1.429  -5.178  1.962  0.000
H  0.077  -3.223  -0.302  0.000
H  0.599  -4.849  -0.157  0.000
H  0.630  -3.751  1.293  0.000
H  -1.969  -3.628  0.653  0.000
H  -1.356  -6.355  -0.545  0.000
H  -1.853  -4.893  -1.407  0.000
H  -3.201  -7.053  -1.842  0.000
H  -4.109  -5.536  -2.081  0.000
H  -4.725  -6.878  -1.077  0.000
H  -1.013  -4.643  2.721  0.000
H  -2.422  -5.216  2.175  0.000
C  3.964  2.230  -0.609  0.000
C  4.764  3.063  -1.622  0.000
C  4.944  4.474  -1.117  0.000
O  3.736  5.207  -1.223  0.000
C  3.855  6.607  -1.063  0.000
N  6.128  2.506  -1.736  0.000
H  4.035  1.151  -0.744  0.000
H  2.914  2.477  -0.802  0.000
H  4.245  2.421  0.428  0.000
H  4.323  3.146  -2.615  0.000
H  5.697  4.979  -1.729  0.000
H  5.298  4.434  -0.078  0.000
H  4.313  7.028  -1.962  0.000
H  4.498  6.846  -0.212  0.000
H  2.842  6.989  -0.958  0.000
H  6.522  2.537  -0.796  0.000
H  6.103  1.485  -1.898  0.000
C  0.906  3.463  -3.012  0.000
C  -0.598  3.148  -3.091  0.000
C  -0.976  1.868  -3.857  0.000
O  -2.374  1.814  -4.057  0.000
C  -2.845  0.817  -4.917  0.000
N  -1.142  3.139  -1.729  0.000
H  1.168  4.098  -3.861  0.000
H  1.519  2.567  -3.129  0.000
H  1.229  4.013  -2.130  0.000
H  -1.145  3.967  -3.565  0.000
H  -0.572  0.922  -3.478  0.000
H  -0.532  1.957  -4.859  0.000
H  -2.424  0.890  -5.926  0.000
H  -3.924  0.918  -5.032  0.000
H  -2.672  -0.193  -4.534  0.000
H  -2.078  2.746  -1.831  0.000
H  -0.679  2.428  -1.160  0.000
C  4.903  -0.393  1.661  0.000
C  6.291  0.252  1.731  0.000
C  6.792  0.424  3.172  0.000
O  6.041  1.256  4.044  0.000
C  5.819  2.540  3.516  0.000
N  7.256  -0.553  1.002  0.000
H  4.875  -1.286  2.293  0.000
H  4.668  -0.743  0.656  0.000
H  4.089  0.257  1.985  0.000
H  6.298  1.238  1.257  0.000
H  7.784  0.887  3.084  0.000
H  6.952  -0.532  3.676  0.000
H  5.446  3.165  4.331  0.000
H  5.023  2.602  2.765  0.000
H  6.688  3.072  3.117  0.000
H  8.123  -0.078  0.785  0.000
H  7.490  -1.283  1.673  0.000
C  -8.638  0.610  2.985  0.000
C  -8.223  1.850  2.175  0.000
C  -7.398  1.588  0.915  0.000
O  -6.147  1.041  1.260  0.000
C  -5.150  1.168  0.279  0.000
N  -9.527  2.345  1.712  0.000
H  -9.266  0.961  3.803  0.000
H  -7.779  0.016  3.302  0.000
H  -9.250  -0.087  2.414  0.000
H  -7.758  2.611  2.809  0.000
H  -7.295  2.541  0.373  0.000
H  -7.866  0.966  0.144  0.000
H  -4.940  2.222  0.072  0.000
H  -5.421  0.661  -0.654  0.000
H  -4.263  0.641  0.623  0.000
H  -10.233  2.508  2.413  0.000
H  -9.470  3.164  1.119  0.000
C  1.139  6.800  1.213  0.001
C  0.897  5.401  0.622  0.007
C  1.642  4.281  1.407  0.004
O  0.971  3.977  2.626  0.049
C  1.836  3.266  3.523  0.006
N  -0.532  5.065  0.467  0.034
H  0.612  6.844  2.169  0.001
H  0.766  7.589  0.557  0.000
H  2.198  7.011  1.346  0.000
H  1.387  5.413  -0.355  0.001
H  2.678  4.598  1.546  0.001
H  1.666  3.396  0.766  0.000
H  1.388  2.839  4.417  0.000
H  2.563  4.001  3.880  0.001
H  2.408  2.520  2.970  0.000
H  -1.033  5.909  0.189  0.005
H  -0.603  4.575  -0.441  0.003
C  0.674  -6.616  -2.654  0.000
C  0.356  -5.303  -3.349  0.000
C  1.271  -4.164  -2.974  0.000
O  0.791  -2.958  -3.506  0.000
C  1.283  -1.848  -2.783  0.000
N  0.320  -5.549  -4.804  0.000
H  0.435  -6.560  -1.589  0.000
H  1.679  -7.026  -2.762  0.000
H  0.012  -7.405  -3.019  0.000
H  -0.663  -5.004  -3.085  0.000
H  2.282  -4.368  -3.354  0.000
H  1.375  -4.167  -1.883  0.000
H  2.372  -1.808  -2.861  0.000
H  0.879  -1.823  -1.767  0.000
H  0.934  -0.916  -3.236  0.000
H  0.244  -4.639  -5.259  0.000
H  1.244  -5.845  -5.111  0.000
C  -1.855  -1.219  4.194  0.000
C  -0.548  -2.066  4.175  0.000
C  0.431  -1.685  5.288  0.000
O  0.945  -0.386  5.107  0.000
C  1.948  -0.285  4.133  0.000
N  -0.997  -3.442  4.418  0.000
H  -2.620  -1.621  3.529  0.000
H  -1.660  -0.171  3.942  0.000
H  -2.375  -1.154  5.155  0.000
H  -0.078  -2.042  3.189  0.000
H  1.219  -2.432  5.425  0.000
H  -0.130  -1.714  6.226  0.000
H  2.456  0.669  4.271  0.000
H  1.514  -0.252  3.128  0.000
H  2.704  -1.075  4.162  0.000
H  -1.932  -3.594  4.056  0.000
H  -1.230  -3.487  5.412  0.000

---

Entry from the OMol25 dataset: an isolated ion of composition C2HF2O3S and charge -1 at a distorted geometry (ωB97M-V/def2-TZVPD).

## Properties
Highest occupied orbital energy (eV): -3.1
Charge: -1
Electronic energy (eV): -24501.509
Orbital gap (eV): 6.8381
Relative energy (zero: lowest compared OMol25 entry of this formula, charge and spin) (kcal per mole): 61.1

Each line ends with the Löwdin charge.
Atoms and positions in Å:
O  2.543  -1.681  1.070  -0.796
S  2.254  -1.416  -0.437  0.712
O  0.772  -0.089  -0.904  -0.364
C  -0.341  0.170  -0.195  -0.438
O  -0.288  -0.093  1.176  0.007
C  -1.426  0.843  -0.628  -0.282
F  -2.519  1.118  0.211  0.007
F  -1.618  1.468  -1.802  0.063
H  0.622  -0.320  1.508  0.091

---

Entry from the OMol25 dataset: C9H6F5N2NaO as an isolated structure (ωB97M-V/def2-TZVPD).

## Properties
Highest occupied orbital energy (eV): -7.0
Electronic energy (eV): -32461.188
Orbital gap (eV): 6.6681
Relative energy (zero: lowest compared OMol25 entry of this formula, charge and spin) (kcal per mole): 0.0

Each line ends with the Löwdin charge.
Atoms and positions in Å:
Na  -0.698  -0.363  0.002  0.625
F  -6.092  2.654  3.959  0.094
C  -5.065  2.271  3.183  -0.163
C  -4.871  0.937  2.869  -0.160
F  -5.716  0.010  3.346  0.101
C  -3.813  0.558  2.069  -0.146
F  -3.659  -0.759  1.797  0.066
C  -2.880  1.465  1.527  -0.330
O  -1.905  1.072  0.784  -0.174
C  -3.115  2.807  1.876  -0.148
F  -2.284  3.761  1.418  0.088
C  -4.172  3.198  2.676  -0.156
F  -4.338  4.497  2.965  0.104
C  0.180  -5.679  0.297  -0.028
N  0.670  -4.790  -0.761  -0.199
C  1.841  -5.248  -1.503  -0.033
C  0.473  -3.498  -0.603  -0.261
N  0.302  -2.361  -0.491  0.149
H  -0.074  -6.638  -0.150  0.092
H  -0.715  -5.254  0.744  0.097
H  0.941  -5.821  1.068  0.095
H  1.597  -6.199  -1.972  0.093
H  2.699  -5.377  -0.839  0.095
H  2.090  -4.530  -2.280  0.096